1.
The following is a DFT calculation (ωB97M-V/def2-TZVPD) of a cluster of 10 separate species, C34H57ClN11O2 in total at a distorted geometry.

XYZ file:
```
105
Properties=species:S:1:pos:R:3:lowdin_spin:R:1
C -2.24844 1.88942 -0.56842 0.00
C -1.59394 1.12756 -1.83466 0.00
O -0.96769 1.86002 -2.63366 0.00
N -1.73435 -0.33898 -2.02072 0.00
C -3.16362 -0.73732 -1.88990 0.00
C -0.91868 -1.00158 -0.94858 0.00
C -0.76777 -2.58789 -1.15774 0.00
C 0.56439 -2.80264 -2.06455 0.00
C 0.77523 -4.35307 -2.38531 0.00
C 2.33327 -4.77650 -2.53082 0.00
Cl 2.29279 -6.65174 -2.56431 0.00
C 3.18844 -4.39565 -1.22732 0.02
C 4.60585 -3.76369 -1.62458 0.02
C 5.70247 -4.84903 -2.06590 0.00
C 5.18775 -3.10099 -0.25276 0.00
N 4.42774 -2.63429 -2.57346 0.36
O 3.79190 -1.61948 -2.05236 0.54
C 3.91338 -3.04483 -3.90714 0.03
C 5.11469 -3.32189 -4.97296 0.01
C 3.11807 -1.77388 -4.53218 0.00
C 2.98205 -4.34281 -3.93176 0.02
H -3.32456 1.57464 -0.38259 0.00
H -1.65614 1.70016 0.38727 0.00
H -2.27834 3.01193 -0.79467 0.00
H -3.50847 -0.50972 -0.82279 0.00
H -3.36477 -1.83740 -2.08082 0.00
H -3.77055 -0.15203 -2.67180 0.00
H -1.47057 -0.78900 0.04732 0.00
H 0.09675 -0.48309 -0.83738 0.00
H -0.50380 -3.01485 -0.11550 0.00
H -1.67157 -3.07970 -1.63347 0.00
H 0.35297 -2.27783 -3.05483 0.00
H 1.40714 -2.31268 -1.48294 0.00
H 0.41177 -4.92750 -1.45316 0.00
H 0.13734 -4.74265 -3.24636 0.00
H 3.42965 -5.36308 -0.65193 0.00
H 2.62120 -3.74383 -0.47425 0.00
H 5.91059 -5.53244 -1.16847 0.00
H 5.41163 -5.42148 -3.00250 0.00
H 6.68012 -4.26069 -2.21909 0.00
H 4.28263 -2.61974 0.26293 0.00
H 5.99844 -2.33328 -0.44682 0.00
H 5.50895 -3.97894 0.39426 0.00
H 5.22729 -2.43515 -5.69016 0.00
H 4.89367 -4.23462 -5.63317 0.00
H 6.10779 -3.46655 -4.43896 0.00
H 3.79973 -0.85046 -4.56984 0.00
H 2.13179 -1.57733 -4.01116 0.00
H 2.92577 -2.04959 -5.62812 0.00
H 3.47765 -5.26579 -4.40211 0.00
H 2.10289 -4.10212 -4.63502 0.00
C -0.98956 -0.48229 3.25068 0.00
C -0.39551 -1.66112 2.61518 0.00
N 0.06862 -2.58757 2.11407 0.00
H -1.85999 -0.12223 2.69735 0.00
H -1.31759 -0.69608 4.26472 0.00
H -0.27748 0.34416 3.30747 0.00
C -1.58905 -0.45515 7.75816 0.00
C -2.10242 0.10182 6.50401 0.00
N -2.50580 0.54009 5.51796 0.00
H -2.39560 -0.66666 8.46339 0.00
H -1.05017 -1.39033 7.59153 0.00
H -0.90036 0.23155 8.25003 0.00
C 2.03594 -8.62216 -6.22364 0.00
C 1.96332 -7.19232 -6.53378 0.00
N 1.90631 -6.06978 -6.77853 0.00
H 2.53100 -9.18185 -7.02030 0.00
H 2.59376 -8.80594 -5.30273 0.00
H 1.04225 -9.05582 -6.09223 0.00
C -1.64938 0.56875 12.17359 0.00
C -0.75633 0.09961 11.11194 0.00
N -0.05435 -0.26889 10.27826 0.00
H -1.36380 1.56151 12.52795 0.00
H -2.68389 0.63140 11.82894 0.00
H -1.63370 -0.10143 13.03574 0.00
C -3.29728 4.95840 2.67657 0.00
C -3.24915 3.49780 2.77554 0.00
N -3.21106 2.35057 2.85311 0.00
H -2.93358 5.30682 1.70733 0.00
H -4.31533 5.33504 2.79637 0.00
H -2.68236 5.43277 3.44447 0.00
C -1.99986 4.33840 -4.26799 0.00
C -2.69869 5.36963 -3.49865 0.00
N -3.24745 6.18019 -2.89358 0.00
H -1.73731 4.69129 -5.26798 0.00
H -1.07398 4.03064 -3.77838 0.00
H -2.61366 3.44383 -4.39025 0.00
C -1.98990 9.48680 -1.91906 0.00
C -2.15987 10.14952 -0.62438 0.00
N -2.29227 10.67026 0.39379 0.00
H -2.26952 10.14286 -2.74623 0.00
H -0.95308 9.18351 -2.08233 0.00
H -2.60679 8.58774 -1.99541 0.00
C 1.03792 10.87480 0.83609 0.00
C 1.92431 10.41110 -0.23365 0.00
N 2.61940 10.04663 -1.07498 0.00
H 1.32546 11.86529 1.19572 0.00
H 0.00101 10.94067 0.49902 0.00
H 1.05713 10.20031 1.69492 0.00
C -6.13243 0.59147 5.20304 0.00
C -7.36905 -0.15749 4.96705 0.00
N -8.34008 -0.74570 4.78190 0.00
H -5.87859 0.62403 6.26475 0.00
H -5.28446 0.14338 4.68052 0.00
H -6.21620 1.62426 4.85815 0.00
```

Calculated values
**E_LUMO (spin up / spin down)**: 0.1 / 0.1 eV
**E_tot**: -2542.44055 a.u.
**Charge**: 0
**HOMO (spin up / spin down)**: -8.333 / -9.141 eV
**Frontier orbital gap (spin up / spin down)**: 8.442 / 9.249 eV
**⟨S²⟩**: 0.75
**Spin multiplicity**: 2



2.
The following is a DFT calculation (ωB97M-V/def2-TZVPD) of the molecule C2H4O3 at a distorted geometry.

XYZ file:
```
9
Properties=species:S:1:pos:R:3:lowdin_charge:R:1
C 0.78902 -0.59771 -0.37223 -0.03
C -0.46824 -0.01192 0.02142 -0.41
O 0.12301 -0.92314 0.94282 -0.02
O -1.61666 1.97335 -0.15814 0.05
O -0.46390 1.27841 0.45034 -0.03
H 0.69290 -1.43281 -1.02293 0.09
H 1.85712 -0.12685 -0.24399 0.16
H -1.47777 -0.26726 -0.32032 0.16
H -1.76612 2.70503 0.32161 0.03
```

Calculated values
**E_LUMO**: 0.8 eV
**E_tot**: -304.14776 a.u.
**Charge**: 0
**Energy above the lowest of the compared OMol25 structures with the same formula, charge and spin**: 5.277 eV
**HOMO**: -9.989 eV
**Frontier orbital gap**: 10.820 eV



3.
The following is a DFT calculation (ωB97M-V/def2-TZVPD) of a cluster of 2 separate species, C20H45O4P in total.

XYZ file:
```
70
Properties=species:S:1:pos:R:3:lowdin_charge:R:1
C -6.96828 3.21024 0.14229 -0.11
C -6.92678 2.76481 -1.32664 -0.27
C -6.42283 1.33672 -1.50347 -0.25
C -6.35658 0.89007 -2.95819 -0.21
C -5.85152 -0.54869 -3.13167 -0.22
C -5.02100 -0.76211 -4.39812 -0.21
C -3.70936 0.03127 -4.49057 -0.21
C -2.75626 -0.09719 -3.29085 -0.21
C -1.56312 -1.00997 -3.57105 -0.22
C -0.77685 -1.39179 -2.31759 -0.21
C 0.13397 -0.26399 -1.78824 -0.19
C 1.61062 -0.65481 -1.56713 -0.20
C 2.09122 -0.46420 -0.13007 -0.18
C 1.61608 -1.56187 0.80418 -0.19
O 2.56724 -2.64914 0.74288 -0.18
P 2.61977 -3.82468 1.78987 0.29
O 3.87306 -4.56785 1.77907 -0.23
O 2.25646 -3.14907 3.18754 -0.10
O 1.28175 -4.65757 1.52540 -0.09
H -7.89318 3.73173 0.38902 0.06
H -6.89275 2.35026 0.81143 0.07
H -6.14368 3.88056 0.38762 0.07
H -6.28241 3.43578 -1.90227 0.10
H -7.92039 2.84823 -1.77602 0.10
H -5.42605 1.25024 -1.05343 0.12
H -7.07015 0.65644 -0.93719 0.12
H -5.71304 1.58511 -3.50651 0.10
H -7.35095 0.98643 -3.40633 0.12
H -5.27679 -0.83409 -2.24614 0.09
H -6.69828 -1.23906 -3.16195 0.11
H -5.64106 -0.48126 -5.25640 0.11
H -4.80815 -1.82933 -4.51806 0.11
H -3.18110 -0.31593 -5.38420 0.11
H -3.93861 1.08148 -4.68385 0.10
H -2.39928 0.89625 -3.00350 0.11
H -3.28684 -0.48287 -2.41639 0.10
H -1.91106 -1.91208 -4.08464 0.11
H -0.88753 -0.50208 -4.26915 0.12
H -0.18037 -2.28405 -2.52440 0.10
H -1.48998 -1.68151 -1.53871 0.11
H 0.08581 0.57749 -2.48463 0.10
H -0.27093 0.12023 -0.84762 0.11
H 2.26040 -0.09159 -2.23930 0.11
H 1.74695 -1.70641 -1.83845 0.11
H 1.74469 0.49583 0.26315 0.12
H 3.18159 -0.44205 -0.09169 0.10
H 1.52832 -1.22798 1.83832 0.12
H 0.64528 -1.95825 0.48832 0.12
H 2.84288 -3.48374 3.87373 0.09
H 1.20426 -4.94772 0.61272 0.09
C 5.62299 -1.31025 2.93094 -0.09
C 5.23095 0.10360 2.51816 -0.27
C 6.32601 1.14195 2.75841 -0.23
C 6.75906 1.28732 4.21878 -0.23
C 5.62694 1.61510 5.19159 -0.27
C 4.91231 2.92430 4.87644 -0.11
H 5.83004 -1.37434 4.00102 0.07
H 4.82588 -2.01723 2.70339 0.04
H 6.51695 -1.64127 2.39861 0.08
H 4.31885 0.39900 3.04698 0.10
H 4.97524 0.10890 1.45515 0.09
H 5.98825 2.11020 2.37873 0.10
H 7.20374 0.87459 2.16151 0.11
H 7.51720 2.07473 4.27924 0.11
H 7.25327 0.36892 4.54641 0.10
H 6.03955 1.66302 6.20266 0.10
H 4.90032 0.79728 5.20322 0.10
H 5.61670 3.75937 4.86729 0.07
H 4.14370 3.14443 5.61833 0.07
H 4.42598 2.89267 3.89998 0.06
```

Calculated values
**E_LUMO**: 0.5 eV
**E_tot**: -1431.48299 a.u.
**Charge**: 0
**HOMO**: -10.758 eV
**Frontier orbital gap**: 11.282 eV